Entry 1:
{"formula": "C6H12OSe", "method": "ωB97M-V with the def2-TZVPD basis set", "species": ["C", "C", "C", "C", "C", "C", "O", "Se", "H", "H", "H", "H", "H", "H", "H", "H", "H", "H", "H", "H"], "positions_angstrom": [[0.630, -0.365, -0.830], [-0.906, 1.664, 0.740], [1.145, 0.729, 0.039], [-2.071, -0.772, 0.516], [2.482, 1.336, -0.230], [-2.775, -2.099, 0.079], [0.288, 1.868, -0.006], [-2.488, 0.814, -0.169], [0.125, 0.174, -1.603], [1.442, -0.992, -1.241], [-0.728, 1.205, 1.686], [-1.184, 2.705, 0.987], [1.366, 0.574, 1.165], [-0.029, -1.136, -0.401], [2.410, 2.245, 0.385], [2.592, 1.607, -1.374], [3.314, 0.673, 0.128], [-3.199, -2.117, -0.877], [-3.543, -2.404, 0.839], [-1.950, -2.935, 0.115]], "nbo_charge": [-0.6559, -0.2098, 0.0810, -0.3221, -0.6086, -0.7463, -0.5399, 0.4383, 0.2240, 0.2153, 0.2035, 0.1945, 0.1706, 0.2403, 0.2278, 0.1982, 0.2125, 0.1954, 0.2526, 0.2285], "relative_energy_ev": 2.5935, "mol_weight_g_mol": 179.12, "homo_lumo_gap_ev": 7.98}

---

Entry 2:
{"formula": "C6H12OSi", "method": "ωB97M-V with the def2-TZVPD basis set", "species": ["C", "C", "C", "C", "C", "C", "O", "Si", "H", "H", "H", "H", "H", "H", "H", "H", "H", "H", "H", "H"], "positions_angstrom": [[3.117, -0.983, -2.010], [2.997, -0.509, -0.912], [-1.098, 2.537, 0.896], [-1.070, -0.788, -1.618], [-1.470, -1.028, 1.586], [2.376, -0.381, 0.343], [-1.075, 1.406, 0.026], [-0.671, -0.162, 0.140], [3.455, -0.955, -3.006], [-1.205, 2.195, 1.854], [-2.155, 2.903, 0.611], [-0.261, 3.216, 0.514], [-0.817, -1.776, -1.736], [-2.132, -0.863, -1.700], [-0.521, -0.338, -2.372], [-0.829, -1.075, 2.373], [-2.443, -0.733, 1.946], [-1.559, -2.012, 1.121], [2.609, 0.578, 0.851], [2.752, -1.232, 1.091]], "nbo_charge": [-0.2902, -0.0508, -0.2383, -1.1122, -1.1642, -0.7349, -0.9314, 1.8228, 0.2195, 0.1782, 0.1877, 0.2081, 0.2387, 0.2396, 0.2579, 0.2485, 0.2529, 0.2444, 0.2046, 0.2193], "relative_energy_ev": 5.4546, "mol_weight_g_mol": 128.25, "homo_lumo_gap_ev": [7.20, 7.20]}

---

Entry 3:
{"formula": "C6H12P2", "method": "ωB97M-V with the def2-TZVPD basis set", "species": ["C", "C", "C", "C", "C", "C", "P", "P", "H", "H", "H", "H", "H", "H", "H", "H", "H", "H", "H", "H"], "positions_angstrom": [[0.087, -0.542, 0.251], [-1.731, -1.675, -1.059], [0.589, 2.598, -0.097], [-1.231, -0.377, -0.540], [1.272, -0.041, -0.463], [1.055, 1.172, 0.491], [1.174, -3.664, 3.248], [0.566, -1.885, 2.803], [-2.797, -1.635, -1.416], [-1.900, -2.468, -0.260], [-1.304, -2.251, -1.839], [1.426, 2.810, -0.730], [0.619, 3.226, 0.800], [-0.363, 2.683, -0.612], [-1.874, 0.013, 0.180], [-1.136, 0.323, -1.480], [2.232, -0.575, -0.136], [1.169, 0.102, -1.529], [0.271, 0.836, 1.235], [1.877, 1.350, 1.154]], "nbo_charge": [0.0952, -0.6181, -0.6038, -0.5286, -0.5385, -0.3691, -0.0974, 0.0185, 0.2206, 0.2189, 0.2206, 0.2121, 0.2133, 0.2191, 0.2243, 0.1663, 0.2220, 0.2071, 0.2743, 0.2432], "relative_energy_ev": 3.7990, "mol_weight_g_mol": 146.11, "homo_lumo_gap_ev": 7.64}

---

Entry 4:
{"formula": "C6H12S", "method": "ωB97M-V with the def2-TZVPD basis set", "species": ["C", "C", "C", "C", "C", "C", "S", "H", "H", "H", "H", "H", "H", "H", "H", "H", "H", "H", "H"], "positions_angstrom": [[0.430, -1.313, -1.883], [0.414, -0.978, -0.533], [0.284, -1.953, 0.475], [1.099, 0.631, -0.650], [-0.260, 1.331, -0.714], [-0.708, 1.320, 0.712], [-1.558, -0.238, 1.055], [0.466, -0.384, -2.465], [-0.078, -2.084, -2.291], [-0.750, -2.275, 0.588], [0.657, -1.459, 1.400], [0.759, -2.947, 0.254], [1.616, 0.850, 0.392], [1.984, 0.742, -1.415], [-0.341, 2.340, -1.063], [-0.824, 0.600, -1.231], [-0.025, 1.411, 1.523], [-1.450, 2.145, 0.722], [-1.946, 0.639, 2.261]], "nbo_charge": [-0.3969, 0.0254, -0.7026, -0.4039, -0.4641, -0.4994, -0.0530, 0.1779, 0.1817, 0.2358, 0.2319, 0.2232, 0.1914, 0.2359, 0.2114, 0.2359, 0.2103, 0.2120, 0.1470], "relative_energy_ev": 5.1255, "mol_weight_g_mol": 116.23, "homo_lumo_gap_ev": 8.83, "smiles": "C=C(C)CCCS"}

---

Entry 5:
{"formula": "C6H12S2", "method": "ωB97M-V with the def2-TZVPD basis set", "species": ["C", "C", "S", "S", "H", "H", "H", "H", "H", "H", "C", "C", "C", "C", "H", "H", "H", "H", "H", "H"], "positions_angstrom": [[-1.332, 1.718, 1.965], [-1.707, 0.264, 1.729], [-1.661, -0.206, -0.014], [-2.178, -2.183, 0.196], [-1.947, 2.423, 1.361], [-0.274, 1.886, 1.762], [-1.515, 1.976, 3.036], [-2.766, -0.007, 2.059], [-0.980, -0.349, 2.307], [-0.877, -2.600, 0.285], [1.065, -1.594, -2.725], [1.465, -0.436, -2.101], [1.582, -0.197, -0.674], [1.937, 1.015, -0.219], [0.561, -2.419, -2.285], [1.231, -1.628, -3.787], [1.744, 0.407, -2.738], [1.404, -1.107, -0.061], [2.132, 1.211, 0.848], [2.116, 1.829, -0.943]], "mulliken_spin": [0.1243, -0.0046, 0.0894, 0.0091, -0.0120, -0.0125, -0.0340, -0.0073, -0.0024, 0.0142, 0.3685, 0.0396, 0.0592, 0.3885, -0.0146, 0.0092, -0.0116, -0.0043, -0.0095, 0.0110], "multiplicity": 2, "total_charge": -1, "mol_weight_g_mol": 148.30, "homo_lumo_gap_ev": [2.65, 6.37]}

---

Entry 6:
{"formula": "C6H12S2", "method": "ωB97M-V with the def2-TZVPD basis set", "species": ["C", "S", "C", "C", "C", "C", "C", "S", "H", "H", "H", "H", "H", "H", "H", "H", "H", "H", "H", "H"], "positions_angstrom": [[3.609, -1.177, -0.110], [2.539, 0.281, 0.239], [0.975, -0.342, -0.276], [-0.163, 0.065, 0.297], [-0.230, 0.984, 1.494], [-1.453, -0.184, -0.377], [-2.220, 1.023, -0.985], [-2.605, -1.234, 0.628], [4.518, -0.925, 0.446], [3.114, -2.078, 0.366], [3.838, -1.388, -1.143], [1.044, -1.016, -1.113], [0.702, 1.260, 1.986], [-0.826, 0.553, 2.358], [-0.689, 1.967, 1.204], [-1.266, -0.678, -1.319], [-3.013, 0.710, -1.669], [-2.701, 1.653, -0.263], [-1.506, 1.617, -1.594], [-3.666, -1.090, -0.168]], "nbo_charge": [-0.7341, 0.2213, -0.3275, -0.0473, -0.6660, -0.3225, -0.6069, -0.0561, 0.2302, 0.2228, 0.2149, 0.2145, 0.2344, 0.2329, 0.2212, 0.2121, 0.2119, 0.2099, 0.2149, 0.1194], "relative_energy_ev": 1.0894, "mol_weight_g_mol": 148.30, "homo_lumo_gap_ev": 9.03, "smiles": "CS/C=C(\\C)[C@H](C)S"}

---

Entry 7:
{"formula": "C6H12S2", "method": "ωB97M-V with the def2-TZVPD basis set", "species": ["C", "C", "C", "C", "C", "C", "H", "H", "H", "H", "H", "H", "H", "H", "H", "H", "H", "H", "S", "S"], "positions_angstrom": [[-1.924, -1.078, 0.748], [-1.388, -0.215, -0.501], [-1.912, -0.738, -1.882], [0.153, -0.172, -0.463], [0.371, 0.885, 0.772], [0.565, 0.405, 1.996], [-1.843, -2.177, 0.517], [-3.014, -0.772, 1.020], [-1.412, -0.652, 1.594], [-1.836, 0.727, -0.415], [-1.494, -1.522, -2.280], [-1.767, 0.155, -2.704], [-2.943, -0.820, -2.035], [0.384, 0.498, -1.381], [0.508, -2.639, 0.062], [1.826, -0.511, 1.911], [-0.529, -0.438, 2.301], [0.610, 1.105, 3.000], [1.277, -1.519, -0.691], [0.993, 2.302, 0.340]], "nbo_charge": [-0.5883, -0.2198, -0.5853, -0.4477, -0.1862, -0.6397, 0.2176, 0.2162, 0.1568, 0.2194, 0.2001, 0.1909, 0.2153, 0.2643, 0.1402, 0.2677, 0.2164, 0.2634, 0.0298, 0.0687], "relative_energy_ev": 6.9856, "mol_weight_g_mol": 148.30, "homo_lumo_gap_ev": 7.63}

---

Entry 8:
{"formula": "C6H12S2", "method": "ωB97M-V with the def2-TZVPD basis set", "species": ["C", "C", "C", "C", "C", "C", "S", "S", "H", "H", "H", "H", "H", "H", "H", "H", "H", "H", "H", "H"], "positions_angstrom": [[0.709, -0.825, 0.005], [1.246, 0.292, 0.863], [-0.232, -0.009, 0.865], [0.882, -0.763, -1.500], [2.103, -0.037, 2.168], [-2.901, -0.292, 0.255], [-1.413, 2.472, -1.434], [-1.545, 0.971, 0.749], [0.790, -1.805, 0.471], [1.501, 1.348, 0.464], [0.586, 0.148, -1.937], [0.190, -1.466, -2.039], [1.875, -1.018, -1.798], [1.561, -0.729, 2.875], [2.578, 0.723, 2.703], [2.966, -0.585, 1.736], [-3.019, -0.928, 1.129], [-2.416, -0.795, -0.488], [-3.698, 0.307, -0.243], [-0.869, 1.361, -1.859]], "nbo_charge": [-0.2485, -0.2391, -0.3353, -0.6102, -0.6077, -0.6849, -0.5024, 0.6820, 0.2278, 0.2436, 0.2184, 0.2091, 0.2225, 0.2119, 0.2192, 0.2061, 0.2386, 0.2147, 0.2525, 0.0815], "relative_energy_ev": 4.3982, "mol_weight_g_mol": 148.30, "homo_lumo_gap_ev": [6.96, 7.39]}

---

Entry 9:
{"formula": "C6H12Si", "method": "ωB97M-V with the def2-TZVPD basis set", "species": ["C", "C", "C", "C", "C", "C", "Si", "H", "H", "H", "H", "H", "H", "H", "H", "H", "H", "H", "H"], "positions_angstrom": [[-0.018, -0.879, 1.628], [-0.806, -0.756, 0.296], [-0.980, -1.927, -0.685], [-0.026, -1.211, -1.710], [0.030, -0.073, -0.759], [0.658, 1.688, -0.982], [0.714, 2.779, 0.607], [0.907, -1.483, 1.440], [-0.442, -1.297, 2.566], [0.363, 0.203, 1.812], [-1.768, -0.201, 0.356], [-2.037, -1.988, -1.026], [-0.654, -3.011, -0.333], [-0.405, -1.077, -2.672], [0.887, -1.831, -1.879], [1.189, 1.508, -1.868], [0.951, 4.251, 0.185], [1.929, 2.798, 1.647], [-0.493, 2.508, 1.375]], "nbo_charge": [-0.6020, -0.3522, -0.3826, -0.5298, 0.2112, -0.6372, 0.8045, 0.2094, 0.2242, 0.2154, 0.2309, 0.2121, 0.2086, 0.2286, 0.2311, 0.1920, -0.1520, -0.1520, -0.1603], "relative_energy_ev": 6.2825, "mol_weight_g_mol": 112.25, "homo_lumo_gap_ev": [7.56, 8.84], "smiles": "C[C@@H]1CC/C1=C/[SiH3]"}

---

Entry 10:
{"formula": "C6H13BF3O4S", "method": "ωB97M-V with the def2-TZVPD basis set", "species": ["C", "C", "O", "B", "O", "S", "H", "H", "H", "H", "H", "H", "H", "H", "C", "C", "O", "C", "O", "C", "F", "F", "F", "H", "H", "H", "H", "H"], "positions_angstrom": [[-3.987, -0.305, 1.229], [-3.974, -1.069, -0.225], [-3.267, -2.345, -0.039], [-1.920, -2.338, -0.642], [-1.106, -1.152, -0.971], [-1.159, -4.065, -0.971], [-2.947, -0.475, 1.785], [-4.306, 0.820, 1.172], [-4.813, -0.867, 1.884], [-3.605, -0.419, -1.124], [-5.111, -1.341, -0.462], [-0.122, -1.415, -0.883], [-1.879, -4.720, -1.992], [-1.210, -4.823, 0.244], [0.899, 1.825, -0.744], [1.527, 1.283, 0.527], [2.934, 1.059, 0.342], [3.737, 2.168, 0.425], [3.316, 3.303, 0.638], [5.205, 1.784, 0.259], [5.412, 0.937, -0.791], [5.697, 1.149, 1.361], [6.016, 2.858, 0.044], [1.108, 1.160, -1.589], [-0.183, 1.923, -0.629], [1.310, 2.805, -1.002], [1.080, 0.315, 0.773], [1.348, 1.946, 1.382]], "nbo_charge": [-0.6570, -0.1062, -0.6874, 1.0214, -0.8560, 0.0410, 0.2203, 0.2514, 0.2338, 0.2101, 0.2211, 0.5205, 0.2914, 0.2944, -0.6426, -0.0711, -0.4920, 0.6848, -0.5138, 0.8997, -0.3094, -0.3055, -0.2958, 0.2039, 0.2214, 0.2411, 0.1690, 0.2116], "total_charge": 1, "mol_weight_g_mol": 249.04, "homo_lumo_gap_ev": 8.32}